No. 1
# C18H45BNO7

A 4-piece molecular cluster, C18H45BNO7 overall (ωB97M-V/def2-TZVPD, OMol25).

```
72
Properties=species:S:1:pos:R:3:lowdin_charge:R:1
C -5.21367 0.47788 -1.44281 -0.1039
H -1.91534 7.81286 2.41230 0.1237
H 6.22506 -3.50032 2.40140 0.0792
C 5.73737 -5.23158 0.51638 -0.2190
B 4.14164 -2.08143 -2.11421 -0.4875
C 2.93773 -2.16302 -3.23668 -0.3198
H 2.03502 -2.64400 -2.82932 0.0580
H 0.10823 -1.34574 -3.81861 0.1221
H 4.66055 -6.82455 1.46243 0.1228
O 6.20230 -6.21190 2.70471 -0.1942
H -3.63220 1.11765 2.38858 0.1166
H 3.28004 -2.82770 -4.04808 0.0626
O -5.12253 2.08462 1.39168 -0.2076
C -1.27589 7.01651 2.01503 -0.2111
H -3.43373 -0.77496 0.88691 0.1267
H -0.83812 6.19503 3.93451 0.1228
H -6.15358 0.18115 -1.90875 0.0854
H -3.27593 0.72480 -0.03520 0.1240
H 3.50213 -0.45488 -4.38439 0.0928
H -1.36770 -3.07070 -2.95744 0.0754
H -6.88123 1.11930 0.84509 0.0836
H -5.26640 1.53880 -1.18282 0.0845
H 4.76470 -2.52870 2.08304 0.0884
H -5.16595 0.23476 2.32274 0.1249
H -2.31660 3.31241 2.92641 0.0878
H 2.43296 1.24203 -3.31462 0.0989
H -3.20289 8.00972 0.31247 0.0855
H 2.55593 0.13527 -1.94959 0.0839
H -6.92094 1.95771 2.41920 0.0865
H 6.30584 -7.24660 0.95508 0.1195
H -3.33609 6.41419 -0.45893 0.0902
H -2.25210 -2.51501 -1.52207 0.0831
H -2.99437 -2.36012 -3.13659 0.0784
H 1.85732 -0.95118 -4.71570 0.0849
H -2.61677 4.26669 1.45263 0.0908
H -0.60276 5.06043 2.59394 0.1283
C -4.48196 0.86676 1.74576 -0.2001
H 5.40044 -5.50438 -0.48901 0.1227
H 4.65569 -6.89420 3.90819 0.0832
H 6.76657 -4.86550 0.43315 0.1276
H -6.91514 2.89422 0.90891 0.0876
H 0.17036 1.13305 -3.48879 0.1100
C -2.86114 4.16865 2.51250 -0.1073
C -2.05772 -2.31463 -2.57749 -0.0010
N -0.09992 -0.91146 -2.92568 0.0462
O -1.70813 6.63090 0.72350 -0.1862
H 4.47747 -5.22316 3.31101 0.0834
O -5.03816 -0.33305 -0.28834 -0.1916
H -3.92800 3.98648 2.60955 0.0787
H 5.68130 -5.59873 4.56306 0.0841
C -3.97580 0.11009 0.53824 -0.2057
H -4.39009 0.31382 -2.13992 0.0625
C -1.46228 -0.92848 -2.69427 -0.5261
H 0.31335 0.74978 -1.78856 0.1146
C 5.53460 -3.14810 1.62609 -0.1151
C 2.59070 -0.81859 -3.89536 -0.2815
H -3.71734 6.59282 1.26614 0.0829
C 2.09648 0.27076 -2.92957 -0.1931
C -3.06359 6.93199 0.45898 -0.1136
C -6.53254 1.99714 1.39429 -0.1130
H 3.72394 -1.53858 -1.07995 -0.0139
C 5.19361 -5.96986 3.66206 -0.1244
H 4.57168 -3.20652 -1.84248 -0.0181
H 5.09051 -1.41898 -2.56662 -0.0086
O 4.87970 -4.21760 0.98268 -0.1981
C 5.69107 -6.45784 1.40028 -0.2074
C 0.56619 0.38566 -2.78844 -0.1966
H -0.26139 7.41517 1.91612 0.1237
O -2.14518 0.06946 -2.54825 0.0363
H 6.07741 -2.53844 0.89666 0.0921
O -2.55172 5.35035 3.23568 -0.1907
C -1.25304 5.85157 2.98112 -0.2116
```

Properties
E_LUMO	0.0868	Ha
strongest force on any atom	0.0187	Eh/bohr
HOMO-LUMO gap	0.2614	hartree
HOMO level	-4.753	eV
total charge	-1
ΔE to the lowest compared entry with this formula, charge and spin	0.00	kcal per mole


No. 2
# C4H8N3

A 2-piece molecular cluster, C4H8N3 overall in a non-equilibrium geometry (ωB97M-V/def2-TZVPD, OMol25).

```
15
Properties=species:S:1:pos:R:3:nbo_charge:R:1
H -1.83432 -1.30631 -0.19670 0.2078
C 2.65847 -0.23348 0.06746 0.4145
H -2.67674 0.14616 0.34448 0.2876
N 1.60661 0.17945 -0.66325 -0.4413
H 3.42474 -0.95350 -0.18142 0.2632
N -0.90444 0.14296 1.02685 -0.3659
C 1.08324 0.13544 0.56695 0.6125
C -1.70216 -0.22480 -0.04484 -0.2817
C -1.40876 0.50601 -1.33751 -0.6227
H -0.92646 -0.49236 1.82521 0.3856
H -1.15505 1.54416 -1.14345 0.2278
N 2.22962 0.21966 1.32645 -0.6118
H -2.26436 0.46200 -2.00492 0.2462
H 2.42803 -0.16442 2.24596 0.4458
H -0.55842 0.03905 -1.83127 0.2324
```

Properties
E_LUMO (spin up / spin down)	-0.2306 / -0.2306	Ha
strongest force on any atom	0.0956	Eh/bohr
HOMO-LUMO gap (spin up / spin down)	0.3095 / 0.3094	hartree
HOMO level (spin up / spin down)	-14.696 / -14.695	eV
total charge	+1
ΔE to the lowest compared entry with this formula, charge and spin	182.33	kcal per mole


Q: Which value of strongest force on any atom does entry 2 give?
A: 0.0956 Eh/bohr


Repeat the second record exactly.
# C4H8N3

A 2-piece molecular cluster, C4H8N3 overall in a non-equilibrium geometry (ωB97M-V/def2-TZVPD, OMol25).

```
15
Properties=species:S:1:pos:R:3:nbo_charge:R:1
H -1.83432 -1.30631 -0.19670 0.2078
C 2.65847 -0.23348 0.06746 0.4145
H -2.67674 0.14616 0.34448 0.2876
N 1.60661 0.17945 -0.66325 -0.4413
H 3.42474 -0.95350 -0.18142 0.2632
N -0.90444 0.14296 1.02685 -0.3659
C 1.08324 0.13544 0.56695 0.6125
C -1.70216 -0.22480 -0.04484 -0.2817
C -1.40876 0.50601 -1.33751 -0.6227
H -0.92646 -0.49236 1.82521 0.3856
H -1.15505 1.54416 -1.14345 0.2278
N 2.22962 0.21966 1.32645 -0.6118
H -2.26436 0.46200 -2.00492 0.2462
H 2.42803 -0.16442 2.24596 0.4458
H -0.55842 0.03905 -1.83127 0.2324
```

Properties
E_LUMO (spin up / spin down)	-0.2306 / -0.2306	Ha
strongest force on any atom	0.0956	Eh/bohr
HOMO-LUMO gap (spin up / spin down)	0.3095 / 0.3094	hartree
HOMO level (spin up / spin down)	-14.696 / -14.695	eV
total charge	+1
ΔE to the lowest compared entry with this formula, charge and spin	182.33	kcal per mole


Q: Look up the strongest force on any atom of the first one.
A: 0.0187 Eh/bohr


Please write out number 2 again, unchanged.
# C4H8N3

A 2-piece molecular cluster, C4H8N3 overall in a non-equilibrium geometry (ωB97M-V/def2-TZVPD, OMol25).

```
15
Properties=species:S:1:pos:R:3:nbo_charge:R:1
H -1.83432 -1.30631 -0.19670 0.2078
C 2.65847 -0.23348 0.06746 0.4145
H -2.67674 0.14616 0.34448 0.2876
N 1.60661 0.17945 -0.66325 -0.4413
H 3.42474 -0.95350 -0.18142 0.2632
N -0.90444 0.14296 1.02685 -0.3659
C 1.08324 0.13544 0.56695 0.6125
C -1.70216 -0.22480 -0.04484 -0.2817
C -1.40876 0.50601 -1.33751 -0.6227
H -0.92646 -0.49236 1.82521 0.3856
H -1.15505 1.54416 -1.14345 0.2278
N 2.22962 0.21966 1.32645 -0.6118
H -2.26436 0.46200 -2.00492 0.2462
H 2.42803 -0.16442 2.24596 0.4458
H -0.55842 0.03905 -1.83127 0.2324
```

Properties
E_LUMO (spin up / spin down)	-0.2306 / -0.2306	Ha
strongest force on any atom	0.0956	Eh/bohr
HOMO-LUMO gap (spin up / spin down)	0.3095 / 0.3094	hartree
HOMO level (spin up / spin down)	-14.696 / -14.695	eV
total charge	+1
ΔE to the lowest compared entry with this formula, charge and spin	182.33	kcal per mole